Entry 1:
Below is 7 unconnected molecules or ions with the total composition C14H40F3NO11P2S6, with properties calculated with the ωB97M-V functional and the def2-TZVPD basis.

Values from the calculation:
HOMO	-8.353	eV
relative energy (zero: lowest compared OMol25 entry of this formula, charge and spin)	2.360	eV
maximum force	5.04	eV Å⁻¹
calculated total energy	-130916.968	eV

ORCA input file:
```
! wB97M-V def2-TZVPD RIJCOSX def2/J DEFGRID3
* xyz 0 1
O -1.149 -1.554 -3.025
C -0.815 -0.802 -2.097
N -1.657 0.225 -1.464
C -2.029 1.308 -2.373
F -3.437 1.428 -2.562
F -1.459 1.229 -3.651
F -1.594 2.530 -1.807
O 0.502 -0.995 -1.559
P 1.052 0.461 -0.758
P 0.328 0.551 1.303
O 1.429 1.192 2.170
O -1.022 1.576 1.334
O -0.019 -0.959 2.001
H -2.464 -0.172 -0.961
H 2.487 0.256 -0.673
H -0.882 2.316 0.697
H -0.860 -1.344 1.670
C 2.981 5.066 3.183
S 1.419 4.216 3.497
O 0.514 4.502 2.342
C 0.905 5.279 4.863
H 3.468 4.590 2.331
H 2.794 6.117 2.954
H 3.624 4.981 4.061
H 0.850 6.317 4.528
H 1.617 5.187 5.684
H -0.080 4.955 5.201
C 3.361 -0.890 4.308
S 2.115 -1.413 5.504
O 2.341 -0.631 6.759
C 2.794 -3.066 5.767
H 3.156 0.144 4.026
H 4.355 -0.955 4.754
H 3.303 -1.524 3.422
H 3.824 -2.994 6.120
H 2.756 -3.627 4.832
H 2.187 -3.573 6.518
C -7.157 -0.090 -3.593
S -6.887 -1.688 -2.796
O -5.845 -1.492 -1.740
C -6.083 -2.466 -4.212
H -7.622 0.582 -2.871
H -6.202 0.330 -3.917
H -7.821 -0.218 -4.449
H -5.199 -1.895 -4.495
H -6.782 -2.515 -5.048
H -5.786 -3.476 -3.930
C 3.879 -0.225 9.193
S 4.660 1.333 9.659
O 5.803 1.559 8.722
C 5.350 0.737 11.218
H 3.408 -0.100 8.214
H 4.630 -1.016 9.136
H 3.116 -0.485 9.930
H 6.008 -0.114 11.033
H 4.539 0.446 11.888
H 5.923 1.545 11.675
C -3.117 -4.141 -8.442
S -3.251 -3.175 -6.923
O -4.644 -3.334 -6.408
C -3.152 -1.559 -7.722
H -3.194 -5.199 -8.187
H -3.925 -3.873 -9.126
H -2.150 -3.952 -8.910
H -3.957 -1.455 -8.452
H -2.183 -1.455 -8.215
H -3.253 -0.788 -6.958
C 0.165 -0.557 -5.967
S 1.890 -0.512 -5.444
O 2.032 0.630 -4.491
C 2.559 0.022 -7.034
H -0.449 -0.835 -5.110
H -0.141 0.428 -6.328
H 0.042 -1.301 -6.756
H 2.103 0.969 -7.330
H 2.361 -0.743 -7.787
H 3.636 0.155 -6.928
*
```

---

Entry 2:
Below is 7 unconnected molecules or ions with the total composition C14H40NO13, with properties calculated with the ωB97M-V functional and the def2-TZVPD basis.

Values from the calculation:
HOMO	-6.738	eV
relative energy (zero: lowest compared OMol25 entry of this formula, charge and spin)	0.855	eV
maximum force	2.01	eV Å⁻¹
calculated total energy	-43271.454	eV

ORCA input file:
```
! wB97M-V def2-TZVPD RIJCOSX def2/J DEFGRID3
* xyz -1 1
N 0.383 0.632 0.359
O 1.254 0.725 -0.540
O -0.373 -0.368 0.378
O 0.330 1.460 1.282
C 2.072 -1.574 2.936
C 1.351 -2.792 2.332
C -0.080 -2.923 2.830
O 1.257 -2.729 0.896
H 1.478 -0.684 2.745
H 2.984 -1.559 2.333
H 2.364 -1.748 3.969
H 1.815 -3.745 2.593
H -0.574 -3.854 2.551
H -0.728 -2.084 2.565
H -0.069 -2.936 3.928
H 0.522 -2.122 0.726
C -4.807 -2.444 -0.140
C -3.991 -1.171 -0.245
C -3.713 -0.543 1.114
O -2.758 -1.542 -0.885
H -5.754 -2.351 0.396
H -4.220 -3.240 0.320
H -5.059 -2.783 -1.148
H -4.488 -0.470 -0.927
H -3.155 -1.173 1.808
H -4.663 -0.321 1.608
H -3.141 0.381 1.006
H -2.100 -0.972 -0.455
C 1.674 4.101 -0.638
C 0.898 4.959 -1.624
O -0.190 5.629 -1.013
O 2.134 4.910 0.453
H 2.531 3.684 -1.167
H 1.059 3.355 -0.144
H 0.547 4.460 -2.538
H 1.534 5.733 -2.086
H -0.651 6.220 -1.607
H 2.896 5.435 0.197
C 0.564 -2.522 -4.120
C 0.305 -1.592 -2.947
O 1.249 -0.519 -2.909
O 1.789 -3.238 -4.051
H 0.405 -2.020 -5.077
H -0.261 -3.249 -4.144
H 0.278 -2.074 -1.967
H -0.672 -1.124 -3.111
H 1.205 -0.039 -2.035
H 2.061 -3.298 -3.115
C -2.556 3.679 1.532
C -2.103 3.500 2.979
O -0.680 3.472 2.992
O -2.396 5.029 1.084
H -3.635 3.474 1.511
H -2.076 2.941 0.886
H -2.550 2.629 3.461
H -2.425 4.401 3.501
H -0.402 2.677 2.510
H -2.972 5.090 0.318
C 3.935 -1.525 -0.933
C 3.906 -3.061 -0.972
O 2.626 -3.484 -1.441
O 4.137 -1.006 -2.234
H 4.732 -1.082 -0.329
H 3.015 -1.139 -0.488
H 3.956 -3.442 0.058
H 4.656 -3.518 -1.614
H 1.988 -3.400 -0.723
H 3.350 -1.112 -2.790
*
```

---

Entry 3:
Below is a molecular structure, C14H41AsCl2F6O16P3, with properties calculated with the ωB97M-V functional and the def2-TZVPD basis.

Values from the calculation:
HOMO	-7.315	eV
relative energy (zero: lowest compared OMol25 entry of this formula, charge and spin)	0.710	eV
maximum force	4.49	eV Å⁻¹
calculated total energy	-178006.765	eV

ORCA input file:
```
! wB97M-V def2-TZVPD RIJCOSX def2/J DEFGRID3
* xyz -1 1
As -0.643 -0.125 0.693
F 0.243 -1.629 1.052
F 0.513 0.397 -0.582
F -1.585 1.299 0.224
F -1.771 -0.588 2.002
F 0.358 0.624 1.912
F -1.623 -1.056 -0.465
C -2.913 1.617 -3.079
O -2.800 2.337 -4.269
P -1.339 2.933 -4.672
O -0.947 4.170 -3.912
O -0.066 1.768 -4.438
C 1.063 1.950 -3.593
O -1.473 3.032 -6.356
C -0.516 3.914 -7.084
H -3.960 1.406 -2.864
H -2.522 2.007 -2.139
H -2.405 0.667 -3.244
H 1.947 1.425 -3.956
H 0.877 1.708 -2.547
H 1.361 2.990 -3.724
H 0.366 4.062 -6.461
H -0.805 4.942 -7.304
H -0.216 3.526 -8.058
C 2.866 2.962 0.883
O 3.279 4.041 1.642
P 4.314 5.067 0.824
O 3.883 5.326 -0.608
O 5.828 4.417 0.978
C 6.886 5.108 0.461
O 4.338 6.363 1.861
C 3.239 7.314 2.108
H 1.843 3.071 0.524
H 2.915 2.107 1.558
H 3.452 2.681 0.008
H 7.311 4.515 -0.350
H 7.677 5.155 1.209
H 6.855 6.146 0.130
H 2.408 6.950 1.503
H 3.564 8.261 1.677
H 2.949 7.307 3.158
C 2.003 -4.376 -0.175
O 2.366 -5.708 -0.342
P 1.268 -6.800 -0.919
O 0.499 -6.525 -2.150
O 0.389 -7.257 0.332
C 0.859 -7.329 1.661
O 2.277 -8.040 -1.165
C 3.113 -7.967 -2.215
H 1.190 -4.347 0.551
H 1.581 -3.941 -1.081
H 2.911 -3.862 0.139
H 1.689 -6.632 1.783
H 1.324 -8.278 1.930
H 0.167 -7.033 2.450
H 3.761 -7.091 -2.197
H 2.627 -7.805 -3.177
H 3.805 -8.809 -2.204
C -4.143 -1.089 4.544
C -5.707 -1.007 4.720
O -6.356 -0.623 3.528
O -3.555 0.146 4.160
H -3.846 -1.756 3.735
H -3.846 -1.518 5.501
H -6.018 -0.511 5.640
H -5.990 -2.033 4.955
H -6.017 0.259 3.360
H -3.600 0.141 3.201
C -4.568 -1.971 0.359
C -4.187 -2.118 -1.164
O -5.375 -2.548 -1.871
O -5.879 -1.329 0.689
H -3.768 -1.657 1.030
H -4.740 -2.952 0.804
H -3.359 -2.825 -1.227
H -3.760 -1.147 -1.412
H -6.094 -1.917 -1.794
H -5.995 -1.261 1.640
C 2.088 1.813 4.207
Cl 2.600 3.265 5.007
Cl 0.933 0.949 5.165
H 1.611 2.086 3.266
H 2.995 1.233 4.037
*
```